Here is 2 unconnected molecules or ions with the total composition C6H14N2O2 in a non-equilibrium geometry from the OMol25 dataset. Energies are from ωB97M-V/def2-TZVPD.

Geometry (Å):
C1 -1.51444 -0.15967 -2.38435
N1 -0.37734 -0.82939 -1.79700
C2 0.81786 -0.69502 -2.44472
C3 2.00089 -1.40571 -1.90953
O1 0.90864 -0.01917 -3.45624
H1 -1.37718 0.18463 -3.40919
H2 -2.50531 -0.50246 -2.07371
H3 -1.67367 0.83757 -1.93947
H4 -0.61759 -1.52752 -1.11234
H5 2.38590 -0.86013 -1.02761
H6 1.85597 -2.48429 -1.83480
H7 2.83867 -1.50191 -2.59916
C4 -0.03813 2.53062 1.56568
N2 0.09484 1.08215 1.69795
C5 -0.36870 0.39780 2.79622
C6 -0.45020 -1.08812 2.61456
O2 -0.64248 1.01777 3.80590
H8 -1.03489 2.87902 1.26528
H9 0.06568 2.93569 2.57187
H10 0.78186 2.84850 0.91927
H11 0.07188 0.62335 0.79768
H12 -1.42598 -1.32309 2.23146
H13 0.42865 -1.47893 2.10647
H14 -0.22493 -1.46169 3.61579

Properties
- E_LUMO: 0.4 eV
- Energy relative to the best compared isomer or geometry (same formula, charge and spin): 1.571 eV
- F_max: 2.8 eV/Å
- Orbital gap: 10.1 eV
- Highest occupied orbital energy: -9.66 eV
- Structure (SMILES): CNC(C)=O.CNC(C)=O

Here are the Löwdin charges for atoms 1 to 6, given in e:
1. C -0.10
2. N 0.01
3. C -0.57
4. C -0.02
5. O 0.05
6. H 0.08